<A>
Density functional theory data (the ωB97M-V functional and the def2-TZVPD basis) for 2 unconnected molecules or ions with the total composition C3H11NO2S.

Structure (ORCA input):
```
! RIJCOSX wB97M-V def2-TZVPD def2/J DEFGRID3
* xyz 0 1
S 2.388 -0.966 1.629
O -0.694 2.520 -5.496
O -2.509 0.202 -0.002
N 0.030 -0.105 -0.519
C -1.795 -0.125 1.239
C -0.193 -0.042 0.942
C 0.558 -1.144 1.789
H -1.863 0.775 -0.628
H 0.054 -1.080 2.805
H 0.906 -0.632 -0.632
H 0.003 0.773 -1.008
H -0.036 1.959 -5.993
H -0.033 0.936 1.281
H -1.381 2.655 -6.188
H 0.034 -2.151 1.507
H -2.232 -0.998 1.607
H 2.660 -0.579 2.870
H -2.322 0.618 2.101
*
```

Values from the calculation:
* lowest unoccupied orbital energy: 0.74 eV
* gap between HOMO and LUMO: 10.03 eV
* HOMO: -9.3 eV
* structure (SMILES): N[C@@H](CO)CS.O

These are the Mulliken partial charges, in e, on atoms 1 to 6:
1 S -0.215
2 O -0.650
3 O -0.540
4 N -0.577
5 C -0.613
6 C 0.461



<B>
Density functional theory data (the ωB97M-V functional and the def2-TZVPD basis) for 2 unconnected molecules or ions with the total composition C3H11NO2S.

Structure (ORCA input):
```
! RIJCOSX wB97M-V def2-TZVPD def2/J DEFGRID3
* xyz 0 1
S 1.751 1.986 -0.872
O -1.815 -2.130 0.127
O -2.603 1.345 -0.333
N 0.351 -1.404 0.927
C -0.960 -1.920 1.256
C 0.331 -0.236 0.033
C 1.702 0.443 0.097
H -0.376 0.492 0.405
H -0.772 -2.904 1.699
H 0.159 -0.569 -0.989
H -1.516 -1.184 1.830
H -1.894 0.719 -0.196
H 2.334 1.527 -1.963
H -1.549 -2.931 -0.343
H 0.967 -2.123 0.578
H -3.195 0.929 -0.967
H 2.484 -0.232 -0.238
H 1.903 0.717 1.130
*
```

Values from the calculation:
* lowest unoccupied orbital energy: 0.56 eV
* gap between HOMO and LUMO: 9.71 eV
* HOMO: -9.1 eV
* structure (SMILES): OCNCCS.O

These are the Mulliken partial charges, in e, on atoms 1 to 6:
1 S -0.222
2 O -0.519
3 O -0.674
4 N -0.341
5 C -0.457
6 C -0.324



Stability ranking, top entry: <B>; the second entry is 0.0668 hartree less favorable.



<A>
Density functional theory data (the ωB97M-V functional and the def2-TZVPD basis) for 2 unconnected molecules or ions with the total composition C3H9O2PS.

Structure (ORCA input):
```
! RIJCOSX wB97M-V def2-TZVPD def2/J DEFGRID3
* xyz 0 1
S 1.009 3.035 1.118
P -1.268 -1.848 -1.852
O -0.445 2.386 0.505
O 1.072 2.637 2.514
C 0.161 -1.502 -0.762
C -1.382 -0.387 -2.707
C 0.398 4.784 1.117
H 0.420 -2.356 -0.052
H 1.041 -1.490 -1.373
H 0.016 4.942 2.143
H -0.383 4.689 0.462
H -0.135 -0.618 -0.067
H -0.667 0.428 -2.671
H -2.315 -0.290 -3.352
H 1.362 5.409 1.073
H -1.005 2.092 1.320
*
```

Values from the calculation:
* lowest unoccupied orbital energy: 0.43 eV
* gap between HOMO and LUMO: 9.60 eV
* HOMO: -9.2 eV

These are the Mulliken partial charges, in e, on atoms 1 to 6:
1 S 0.634
2 P 0.035
3 O -0.513
4 O -0.561
5 C -0.785
6 C -0.495



<B>
Density functional theory data (the ωB97M-V functional and the def2-TZVPD basis) for 2 unconnected molecules or ions with the total composition C3H9O2PS.

Structure (ORCA input):
```
! RIJCOSX wB97M-V def2-TZVPD def2/J DEFGRID3
* xyz 0 1
S 0.280 -2.021 -0.065
P 0.150 -0.023 -0.644
O 1.630 -2.147 0.956
O -2.520 0.871 -0.189
C 0.110 0.945 1.041
C 1.918 0.409 -0.889
C -3.165 0.222 -0.980
H 0.935 0.731 1.617
H -3.935 0.782 -1.462
H -0.756 0.723 1.599
H 2.512 -0.237 -0.120
H 2.029 1.480 -0.580
H 2.328 0.037 -1.766
H 1.449 -2.891 1.620
H -2.890 -0.923 -0.955
H -0.075 2.043 0.817
*
```

Values from the calculation:
* lowest unoccupied orbital energy: 0.40 eV
* gap between HOMO and LUMO: 8.98 eV
* HOMO: -8.6 eV
* structure (SMILES): CP(C)SO.C=O

These are the Mulliken partial charges, in e, on atoms 1 to 6:
1 S -0.011
2 P 0.248
3 O -0.494
4 O -0.358
5 C -1.239
6 C -1.041



Stability ranking, top entry: <B>; the second entry is 0.0239 hartree less favorable.



<A>
Density functional theory data (the ωB97M-V functional and the def2-TZVPD basis) for a molecular structure, C36H42KN7O3PS.

Structure (ORCA input):
```
! RIJCOSX wB97M-V def2-TZVPD def2/J DEFGRID3
* xyz -1 1
K -0.846 1.220 0.264
S -1.033 0.698 3.583
P -3.739 0.129 -0.625
O -2.954 1.396 -0.626
O -0.810 1.166 4.940
O -1.434 -0.702 3.479
N 1.649 0.584 0.318
N 0.786 -4.411 -0.277
N -0.626 0.355 -2.705
N 0.070 1.056 2.525
N -0.409 1.539 -4.548
N 5.995 -8.260 1.722
N -0.485 -2.620 -0.519
C -1.037 -3.669 -1.228
C -5.489 0.445 -0.323
C 1.861 -5.213 0.155
C 1.714 -6.589 0.262
C -0.249 4.275 -0.588
C 3.075 -4.620 0.473
C -0.274 -4.785 -1.092
C 2.784 -7.369 0.662
C -4.816 2.975 2.410
C 3.765 0.148 -0.707
C -0.363 2.700 -5.418
C 4.138 -5.402 0.886
C 4.216 0.245 2.978
C -3.727 -0.727 -2.213
C -3.703 1.097 3.426
C -3.593 3.492 2.015
C 0.587 -3.091 0.034
C 1.274 4.300 -0.533
C 1.405 0.762 2.726
C -2.474 1.620 3.024
C -4.870 1.781 3.126
C -0.733 1.551 -3.231
C 5.116 -7.602 1.391
C -3.195 -1.104 0.559
C -0.230 -0.480 -3.723
C 4.001 -6.780 0.974
C 3.407 0.356 4.073
C 4.382 0.147 0.509
C -0.088 0.239 -4.876
C 2.026 0.599 3.959
C 3.632 0.339 1.693
C -2.418 2.826 2.338
C 2.371 0.357 -0.750
C 1.873 3.735 -1.826
C 2.242 0.581 1.548
C 1.919 5.681 -0.279
H 5.086 -4.944 1.132
H -3.057 -0.671 1.551
H -3.724 0.167 3.978
H 2.676 -8.442 0.747
H -2.235 -1.500 0.221
H 0.435 3.376 -5.116
H 1.434 2.759 -2.049
H -3.916 -1.922 0.618
H -3.537 4.419 1.458
H 1.644 4.410 -2.662
H -6.085 -0.470 -0.293
H 5.281 0.067 3.072
H -4.065 -0.035 -2.985
H 0.755 -7.047 0.058
H 1.834 0.327 -1.695
H 4.318 -0.009 -1.625
H 1.531 6.108 0.648
H 3.021 5.640 -0.207
H -1.002 2.451 -2.676
H 1.244 -2.529 0.684
H -5.846 1.096 -1.122
H 1.425 0.692 4.852
H -5.732 3.497 2.157
H 0.214 -0.038 -5.873
H -1.463 3.252 2.065
H -4.375 -1.607 -2.193
H -0.623 4.859 -1.450
H -2.698 -1.014 -2.433
H -5.825 1.380 3.446
H 3.194 -3.548 0.387
H -1.946 -3.549 -1.798
H -0.356 -5.769 -1.519
H 2.966 3.627 -1.772
H -5.573 0.976 0.625
H -0.697 4.678 0.338
H -0.058 -1.533 -3.556
H 1.652 6.360 -1.098
H 1.611 3.653 0.294
H -0.183 2.370 -6.438
H 3.836 0.262 5.064
H -1.308 3.238 -5.384
H 5.452 -0.013 0.590
*
```

Values from the calculation:
* lowest unoccupied orbital energy: 1.57 eV
* gap between HOMO and LUMO: 3.43 eV
* HOMO: -1.9 eV

These are the Mulliken partial charges, in e, on atoms 1 to 6:
1 K 1.121
2 S 1.340
3 P 1.426
4 O -0.839
5 O -0.789
6 O -0.692



<B>
Density functional theory data (the ωB97M-V functional and the def2-TZVPD basis) for a molecular structure, C36H42KN7O3PS.

Structure (ORCA input):
```
! RIJCOSX wB97M-V def2-TZVPD def2/J DEFGRID3
* xyz -1 1
K 0.855 1.025 -0.300
S -1.618 1.821 2.679
P 3.118 2.073 2.174
O 2.642 0.736 1.725
O -2.999 1.386 2.828
O -1.206 2.818 3.660
N -1.254 -2.351 -2.921
N -2.860 -2.875 1.945
N -0.469 -0.344 -2.400
N -1.906 -9.091 -2.732
N -0.738 2.855 -1.440
N -2.518 -2.156 -0.121
N -1.219 2.193 1.195
C -1.791 -7.947 -2.768
C -0.431 0.212 4.458
C -0.923 4.302 -3.329
C -2.350 -3.151 0.718
C 0.645 -1.903 4.076
C -0.427 3.156 -2.673
C -1.855 3.302 0.656
C 0.449 -1.741 2.714
C -1.380 -3.745 -2.896
C -1.714 -0.211 -2.975
C -0.230 -1.620 -2.376
C -3.329 5.259 0.708
C -2.748 4.134 1.320
C 0.202 -0.919 4.949
C 3.423 -0.946 -1.909
C -2.567 -4.352 -3.303
C 4.191 0.380 -1.906
C -3.384 -1.609 1.877
C -2.749 -3.690 3.133
C -2.146 4.803 -1.312
C -0.637 0.372 3.090
C -1.650 -6.519 -2.814
C 2.843 3.384 0.977
C -1.569 3.652 -0.724
C -3.163 -1.182 0.602
C -0.461 -5.918 -2.407
C -0.327 -4.544 -2.448
C 2.326 2.614 3.703
C -0.195 -0.615 2.220
C 4.894 2.082 2.511
C -3.043 5.613 -0.577
C -2.702 -5.726 -3.263
C 5.300 0.294 -2.971
C -2.219 -1.428 -3.289
C 3.235 1.562 -2.049
C -1.786 5.107 -2.645
H -1.908 -3.366 3.748
H -2.206 5.996 -3.105
H -3.802 -1.108 2.732
H -1.869 -4.094 0.501
H 1.254 2.737 3.532
H -3.667 -3.613 3.714
H -2.169 0.757 -3.102
H -0.767 0.993 5.127
H 0.357 -1.025 6.016
H 2.822 -1.009 -2.825
H 2.742 3.560 4.055
H -3.010 3.929 2.346
H 5.230 3.054 2.873
H 5.992 -0.546 -2.807
H 4.700 0.449 -0.930
H -3.399 -3.752 -3.638
H 0.667 -2.066 -1.982
H -0.621 4.518 -4.345
H 0.257 2.479 -3.177
H -4.015 5.860 1.294
H 3.401 4.285 1.240
H 2.746 -0.999 -1.052
H 1.157 -2.780 4.454
H 4.850 0.175 -3.962
H -2.608 -4.730 2.844
H 2.466 1.846 4.465
H 5.881 1.219 -2.989
H -0.299 -0.537 1.151
H -3.480 6.488 -1.043
H -3.161 -1.710 -3.717
H 5.419 1.836 1.587
H 2.772 1.494 -3.056
H 1.777 3.624 0.952
H 0.605 -4.101 -2.129
H 3.838 2.491 -2.079
H 5.120 1.318 3.255
H 3.132 3.005 -0.015
H 0.822 -2.481 2.016
H 0.361 -6.528 -2.059
H -3.398 -0.215 0.187
H -3.629 -6.186 -3.575
H 4.081 -1.821 -1.872
*
```

Values from the calculation:
* lowest unoccupied orbital energy: 1.80 eV
* gap between HOMO and LUMO: 4.31 eV
* HOMO: -2.5 eV

These are the Mulliken partial charges, in e, on atoms 1 to 6:
1 K 1.230
2 S 1.062
3 P 1.249
4 O -0.700
5 O -0.729
6 O -0.756



Stability ranking, top entry: <B>; the second entry is 0.0341 hartree less favorable.